Below is the molecule C5H8N2 in a non-equilibrium geometry, with properties calculated with ωB97M-V/def2-TZVPD.

Computed properties:
ΔE to the lowest compared entry with this formula, charge and spin (kJ/mol): 156.0
Structure (SMILES): C[C@H]1[C@@H](C#N)N1C
LUMO (eV): 0.9
Calculated total energy (a.u.): -304.7761

Each atom is followed by the atoms it is bonded to, with distances in Å.
CARTESIAN COORDINATES (ANGSTROEM)
1 C 0.1133 -1.8683 0.2473  C2 1.506, H8 1.093, H9 1.094, H10 1.095
2 C 0.0929 -0.5154 -0.4150  C1 1.506, C3 1.493, N6 1.444, H11 1.091
3 C -0.9358 0.5132 -0.0807  C2 1.493, C4 1.448, N6 1.456, H12 1.091
4 C -2.0219 0.1100 0.7877  C3 1.448, N5 1.157
5 N -2.9475 -0.3048 1.3440  C4 1.157
6 N 0.4278 0.6152 0.4183  C2 1.444, C3 1.456, C7 1.457
7 C 1.2633 1.6386 -0.1957  N6 1.457, H13 1.104, H14 1.097, H15 1.096
8 H -0.1002 -1.7496 1.3130  C1 1.093
9 H -0.6377 -2.5377 -0.1817  C1 1.094
10 H 1.1041 -2.3218 0.1370  C1 1.095
11 H 0.4054 -0.4675 -1.4590  C2 1.091
12 H -1.2496 1.1955 -0.8726  C3 1.091
13 H 0.9326 1.9011 -1.2160  C7 1.104
14 H 2.2882 1.2512 -0.2541  C7 1.097
15 H 1.2651 2.5402 0.4276  C7 1.096

Löwdin population analysis, charges in e, atoms 1 to 5:
1 C -0.04
2 C -0.31
3 C -0.25
4 C -0.17
5 N 0.15